# 1
{
  "formula": "C18H40BNO9Y",
  "method": "ωB97M-V/def2-TZVPD",
  "species": ["Y", "O", "O", "O", "O", "O", "O", "O", "O", "O", "N", "C", "C", "C", "C", "C", "C", "C", "C", "C", "C", "C", "C", "C", "C", "C", "C", "C", "C", "B", "H", "H", "H", "H", "H", "H", "H", "H", "H", "H", "H", "H", "H", "H", "H", "H", "H", "H", "H", "H", "H", "H", "H", "H", "H", "H", "H", "H", "H", "H", "H", "H", "H", "H", "H", "H", "H", "H", "H", "H"],
  "xyz": [[-16.46333, 2.16765, 3.94426], [-16.00651, 0.08237, 4.94634], [-17.83486, 0.05577, 3.93487], [-18.80620, 2.53420, 3.61698], [-14.26254, 1.74413, 3.18804], [-17.54391, 2.05293, 6.14269], [-14.94781, 2.81910, 5.52706], [-16.94075, -1.82264, 4.54519], [-15.06199, -0.16394, 7.99143], [-16.89059, 1.11799, 1.85452], [-16.92529, -0.58285, 4.53616], [-18.11518, 0.25767, 7.49943], [-13.12342, -0.31547, 3.01349], [-17.65632, 0.52891, 1.15032], [-14.48625, 3.71503, 6.23865], [-13.19993, 1.15229, 3.32413], [-20.42077, 4.02157, 4.43700], [-18.76767, 1.23674, 0.41719], [-16.72971, 2.25520, 8.42651], [-17.66995, -1.02081, 1.12118], [-13.58217, 3.40098, 7.45797], [-14.72945, -1.29650, 7.77882], [-13.52352, -1.69083, 6.97724], [-19.93535, 2.72607, 3.95650], [-15.77128, -2.32980, 8.20868], [-12.01178, 1.87818, 3.69109], [-20.89361, 1.60430, 3.93975], [-14.95642, 5.13272, 6.01513], [-17.47016, 1.58674, 7.23895], [-16.70412, 4.42042, 2.94141], [-19.63144, 0.58642, 0.44917], [-11.77940, 1.47968, 4.69483], [-15.29515, 5.34717, 5.01896], [-20.35878, 0.70147, 4.00483], [-17.16913, 3.22807, 8.64944], [-12.51464, -0.81026, 3.79019], [-12.78643, -0.40920, 1.98782], [-12.16805, 2.90867, 3.62087], [-15.77602, 5.24163, 6.71573], [-15.57169, -3.38416, 8.27173], [-12.94074, -0.82825, 6.64414], [-21.32890, 4.22153, 3.86192], [-13.52857, 2.30594, 7.50170], [-11.64496, 6.38905, 4.28886], [-13.88872, -2.23991, 6.09950], [-21.69668, 1.71698, 4.68643], [-18.98655, 0.45179, 8.16244], [-18.60306, 1.31178, -0.63973], [-8.93976, -0.24927, 6.10369], [-17.36832, -0.27641, 8.06601], [-18.84502, 2.28221, 0.80457], [-12.98112, -2.54171, 7.40432], [-16.21321, -2.03574, 9.19666], [-16.58296, -2.19519, 7.46639], [-18.56986, -1.39782, 1.61532], [-18.33749, -0.23666, 6.53824], [-15.65665, 4.16884, 2.39879], [-20.68378, 4.04202, 5.48692], [-12.56883, 3.88604, 7.34952], [-14.20977, 5.81827, 6.34030], [-15.71822, 2.32546, 8.06171], [-21.38927, 1.64826, 2.95654], [-13.92691, 3.84808, 8.34760], [-14.11929, -0.74694, 3.10305], [-17.58921, -1.40466, 0.15037], [-19.66963, 4.77687, 4.19380], [-16.87434, -1.46528, 1.74358], [-15.03720, -3.16117, 3.39965], [-11.16209, 1.60728, 3.05251], [-16.82080, 1.58926, 9.26054]],
  "energy_ha": -1504.061358,
  "gap_ev": 1.7,
  "homo_ev": -8.1,
  "lumo_ev": -6.403,
  "mol_weight_da": 514.23,
  "total_charge": 1
}

---

# 2
{
  "formula": "C14H15IrN6S2",
  "method": "ωB97M-V/def2-TZVPD",
  "species": ["Ir", "S", "S", "N", "N", "N", "N", "N", "N", "C", "C", "C", "C", "C", "C", "C", "C", "C", "C", "C", "C", "C", "C", "H", "H", "H", "H", "H", "H", "H", "H", "H", "H", "H", "H", "H", "H", "H"],
  "xyz": [[0.81403, -2.71679, -0.88082], [1.81421, -0.60916, -0.54814], [2.75824, -3.85693, -0.53909], [-1.26917, -2.50261, -0.47929], [1.71291, -3.43404, 1.88455], [0.67830, -3.01204, 1.15674], [0.57011, 0.94098, -2.35687], [3.78932, -4.36181, 1.84022], [1.16429, 1.91139, -0.30267], [-2.25079, -2.44774, -1.38826], [-3.58538, -2.38825, -1.01753], [-1.57316, -2.47556, 0.82012], [1.08084, 0.85157, -1.15363], [-0.45343, -2.74471, 1.69132], [-0.06554, 5.97371, -0.08971], [1.19948, 4.08642, 0.71184], [2.72908, -3.86900, 1.22135], [-0.56595, 5.13428, -1.11942], [0.68807, 3.23171, -0.32811], [0.81899, 5.46236, 0.80573], [-0.20123, 3.75578, -1.21848], [-3.89971, -2.32031, 0.32874], [-2.86869, -2.34287, 1.26510], [-4.35565, -2.39865, -1.77639], [-1.26246, 5.54220, -1.84380], [-0.68119, 3.15744, -1.97605], [1.69635, 1.68748, 0.52984], [1.89740, 3.68239, 1.43930], [0.26856, 1.80965, -2.76723], [4.56634, -4.75285, 1.33285], [3.82457, -4.39207, 2.84864], [-0.40653, 6.99803, -0.00636], [-1.96820, -2.48394, -2.43114], [-4.93062, -2.26910, 0.65343], [-0.57562, -2.80211, 2.76641], [-3.07554, -2.29097, 2.32650], [1.23117, 6.07929, 1.59406], [0.68656, 0.16681, -2.99372]],
  "energy_ha": -1770.666051,
  "gap_ev": [6.2, 4.1],
  "homo_ev": [-17.4, -17.3],
  "lumo_ev": [-11.134, -13.267],
  "mol_weight_da": 523.67,
  "spin_multiplicity": 2,
  "total_charge": 3,
  "s_squared": 0.9245
}

---

# 3
{
  "formula": "C3H7NOS",
  "method": "ωB97M-V/def2-TZVPD",
  "species": ["S", "O", "N", "C", "C", "C", "H", "H", "H", "H", "H", "H", "H"],
  "xyz": [[-2.83048, 0.34004, -0.26510], [1.63241, 1.04156, -0.63532], [2.15594, -1.01192, 0.15496], [1.26950, -0.04309, -0.22791], [-0.19544, -0.39902, -0.01395], [-1.07466, 0.83381, -0.15824], [-0.35042, -0.87873, 0.95130], [-3.29501, 1.02852, 0.78265], [3.13358, -0.77085, 0.17245], [-0.98582, 1.46737, 0.72002], [-0.79900, 1.44140, -1.00804], [1.79835, -1.93372, 0.32283], [-0.45894, -1.11539, -0.79567]],
  "energy_ha": -646.707710,
  "gap_ev": 9.9,
  "homo_ev": -9.1,
  "lumo_ev": 0.806,
  "mol_weight_da": 105.16
}